[1]
DFT (ωB97M-V/def2-TZVPD) results for C4H8N2O in the gas phase in a non-equilibrium geometry.

The calculation puts the HOMO-LUMO gap at 10.553 eV. Its energy relative to the best compared isomer or geometry (same formula, charge and spin) is 311.5 kJ/mol. As for the multiplicity: 1. The highest occupied orbital energy comes out at -9.6 eV. As for the SMILES: C[C@@]1(C(N)=O)CN1.

Last column: natural (NBO) charge in e.
Element x y z (Å)
O  1.50  -1.38  -1.18  -0.602
N  2.14  0.24  0.40  -0.868
N  -0.56  1.48  0.31  -0.593
C  1.34  -0.50  -0.37  0.695
C  -1.03  -1.04  0.63  -0.625
C  -0.71  0.92  -1.02  -0.242
C  -0.17  0.03  0.01  -0.088
H  -0.83  -1.18  1.70  0.215
H  -0.82  -1.97  0.11  0.240
H  -0.01  1.34  -1.75  0.207
H  -1.69  0.67  -1.40  0.195
H  -1.47  1.48  0.78  0.360
H  1.22  0.59  0.86  0.473
H  -2.09  -0.80  0.52  0.206
H  3.17  0.14  0.40  0.427

=====

[2]
DFT (ωB97M-V/def2-TZVPD) results for a molecular structure, C4H8N2O in a non-equilibrium geometry.

The calculation puts the HOMO-LUMO gap at 8.812 eV. Its energy relative to the best compared isomer or geometry (same formula, charge and spin) is 564.6 kJ/mol. As for the multiplicity: 1. The highest occupied orbital energy comes out at -8.0 eV.

Last column: natural (NBO) charge in e.
Element x y z (Å)
O  -0.24  1.63  -1.56  -0.707
N  0.54  -2.29  -0.44  -0.678
N  -0.08  -1.46  0.49  -0.221
C  0.07  0.39  0.53  0.112
C  -0.90  -0.47  -0.11  -0.194
C  0.15  0.45  -0.92  0.058
C  0.08  1.39  1.61  -0.649
H  1.05  1.87  1.70  0.221
H  -1.97  -0.51  -0.27  0.199
H  0.25  1.71  -2.38  0.481
H  1.10  -3.00  0.02  0.368
H  0.86  -0.16  -1.47  0.185
H  -0.19  0.92  2.56  0.234
H  -0.07  -2.65  -1.17  0.356
H  -0.67  2.17  1.41  0.236

=====

[3]
DFT (ωB97M-V/def2-TZVPD) results for C4H8N2O in the gas phase.

The calculation puts the HOMO-LUMO gap at 8.636 eV. Its energy relative to the best compared isomer or geometry (same formula, charge and spin) is 422.8 kJ/mol. As for the multiplicity: 1. The highest occupied orbital energy comes out at -7.9 eV. As for the SMILES: C/C=C\C(O)=N\N.

Last column: natural (NBO) charge in e.
Element x y z (Å)
O  1.96  -1.35  0.41  -0.692
N  0.73  0.26  -0.80  -0.292
N  1.55  1.28  -0.37  -0.655
C  -0.50  -1.41  -0.05  -0.453
C  0.78  -0.90  -0.12  0.431
C  -1.28  -0.28  -0.43  0.049
C  -1.54  0.90  0.46  -0.646
H  2.27  1.01  0.31  0.358
H  -1.58  1.82  -0.12  0.217
H  1.77  -2.05  1.04  0.492
H  1.93  1.80  -1.15  0.364
H  -2.03  -0.41  -1.20  0.183
H  -2.51  0.78  0.95  0.216
H  -0.79  -2.45  -0.15  0.212
H  -0.77  1.00  1.22  0.215

=====

[4]
DFT (ωB97M-V/def2-TZVPD) results for 2 unconnected molecules or ions with the total composition C4H8N2O.

The calculation puts the HOMO-LUMO gap at 9.945 eV. Its energy relative to the best compared isomer or geometry (same formula, charge and spin) is 406.5 kJ/mol. As for the multiplicity: 1. The highest occupied orbital energy comes out at -9.0 eV.

Last column: natural (NBO) charge in e.
Element x y z (Å)
O  0.26  1.68  -1.68  -0.609
N  -1.34  -1.67  0.37  -0.586
N  -0.62  1.95  0.41  -0.852
C  -0.62  -0.97  -0.43  0.177
C  0.35  1.51  -0.48  0.710
C  1.54  0.84  0.19  -0.725
C  -0.61  -2.52  -0.50  -0.352
H  -0.32  2.24  1.33  0.380
H  -1.34  2.52  -0.01  0.392
H  1.27  0.32  1.12  0.214
H  0.27  -3.05  -0.12  0.182
H  1.97  0.11  -0.50  0.246
H  2.29  1.61  0.42  0.224
H  -1.94  -1.60  1.19  0.413
H  -1.15  -2.98  -1.32  0.186

=====

[5]
DFT (ωB97M-V/def2-TZVPD) results for a molecular structure, C4H8N2O in a non-equilibrium geometry.

The calculation puts the HOMO-LUMO gap (spin up / spin down) at 8.544 / 8.344 eV. Its energy relative to the best compared isomer or geometry (same formula, charge and spin) is 770.6 kJ/mol. As for the multiplicity: 1. The highest occupied orbital energy (spin up / spin down) comes out at -8.6 / -8.5 eV.

Last column: natural (NBO) charge in e.
Element x y z (Å)
O  -0.45  -0.74  -1.62  -0.516
N  -0.17  -0.41  2.25  -0.403
N  -0.82  -0.22  0.11  -0.370
C  -0.37  0.78  2.61  -0.097
C  0.36  -0.67  0.40  0.425
C  -0.50  0.41  -2.42  -0.260
C  1.64  -0.91  0.29  -0.537
H  -1.53  0.73  -2.61  0.163
H  -0.03  0.19  -3.39  0.190
H  -0.52  1.63  1.92  0.166
H  2.25  -1.02  1.18  0.246
H  2.06  -1.15  -0.68  0.248
H  -0.41  1.01  3.68  0.182
H  -1.56  -0.89  0.28  0.397
H  0.05  1.25  -1.98  0.167

=====

[6]
DFT (ωB97M-V/def2-TZVPD) results for 2 unconnected molecules or ions with the total composition C4H8N2O in a non-equilibrium geometry.

The calculation puts the HOMO-LUMO gap (spin up / spin down) at 8.506 / 8.328 eV. Its energy relative to the best compared isomer or geometry (same formula, charge and spin) is 630.7 kJ/mol. As for the multiplicity: 1. The highest occupied orbital energy (spin up / spin down) comes out at -8.8 / -8.5 eV.

Last column: natural (NBO) charge in e.
Element x y z (Å)
O  -1.04  1.67  -0.18  -0.383
N  -0.22  0.78  -0.93  -0.309
N  3.01  0.97  0.39  -0.322
C  0.99  -1.82  -0.38  -0.653
C  2.08  0.27  0.44  0.211
C  0.87  -0.53  0.42  -0.150
C  -2.12  1.06  0.42  -0.263
H  -2.14  1.73  1.27  0.210
H  0.93  -1.52  -1.43  0.246
H  0.58  1.25  -1.34  0.347
H  -3.06  0.99  -0.15  0.180
H  -1.90  -0.02  0.53  0.181
H  1.83  -2.27  0.01  0.235
H  0.24  -0.34  1.27  0.236
H  -0.05  -2.22  -0.34  0.234

=====

[7]
DFT (ωB97M-V/def2-TZVPD) results for a molecular structure, C4H8N2O in a non-equilibrium geometry.

The calculation puts the HOMO-LUMO gap at 6.568 eV. Its energy relative to the best compared isomer or geometry (same formula, charge and spin) is 531.0 kJ/mol. As for the multiplicity: 1. The highest occupied orbital energy comes out at -7.8 eV.

Last column: natural (NBO) charge in e.
Element x y z (Å)
O  -2.71  0.12  0.89  -0.482
N  0.10  -1.66  -0.36  -0.864
N  0.61  0.36  0.88  -0.212
C  -1.72  0.39  0.26  0.613
C  -0.16  -0.72  0.68  0.058
C  -1.31  1.31  -0.66  -0.742
C  1.74  0.60  0.00  -0.480
H  0.84  -2.31  -0.09  0.375
H  2.62  0.12  0.46  0.228
H  -0.63  1.00  -1.45  0.221
H  -0.72  -2.23  -0.54  0.380
H  -0.53  -1.17  1.61  0.228
H  -1.70  2.32  -0.61  0.244
H  1.62  0.20  -1.01  0.214
H  1.94  1.67  -0.05  0.220

=====

[8]
DFT (ωB97M-V/def2-TZVPD) results for C4H8N2O in the gas phase.

The calculation puts the HOMO-LUMO gap at 8.350 eV. Its energy relative to the best compared isomer or geometry (same formula, charge and spin) is 362.4 kJ/mol. As for the multiplicity: 1. The highest occupied orbital energy comes out at -7.6 eV.

Last column: natural (NBO) charge in e.
Element x y z (Å)
O  -1.09  -2.20  0.51  -0.593
N  -1.85  -0.99  -1.26  -0.818
N  0.18  -0.44  -0.19  -0.502
C  -0.99  -1.27  -0.26  0.815
C  0.53  0.84  -0.84  -0.263
C  1.09  0.96  1.60  -0.678
C  0.01  0.95  0.54  -0.173
H  -0.08  1.11  -1.70  0.185
H  0.85  0.22  2.38  0.221
H  1.14  1.94  2.08  0.229
H  2.11  0.70  1.24  0.156
H  1.59  0.85  -1.09  0.183
H  -1.75  -0.18  -1.85  0.404
H  -2.73  -1.49  -1.27  0.416
H  0.98  -0.99  0.11  0.417

=====

[9]
DFT (ωB97M-V/def2-TZVPD) results for C4H8N2O in the gas phase.

The calculation puts the HOMO-LUMO gap at 9.588 eV. Its energy relative to the best compared isomer or geometry (same formula, charge and spin) is 253.3 kJ/mol. As for the multiplicity: 1. The highest occupied orbital energy comes out at -8.8 eV. As for the SMILES: C[C@H](O)N=C=CN.

Last column: natural (NBO) charge in e.
Element x y z (Å)
O  0.04  -0.19  2.83  -0.707
N  0.94  -0.35  0.70  -0.451
N  0.90  -0.36  -2.81  -0.825
C  -1.46  0.30  1.08  -0.644
C  0.89  0.05  -0.46  0.414
C  -0.27  -0.54  1.51  0.237
C  0.92  0.52  -1.69  -0.254
H  -0.52  -1.61  1.43  0.160
H  0.97  1.60  -1.80  0.204
H  -1.75  0.07  0.05  0.218
H  -1.19  1.36  1.15  0.220
H  -2.30  0.11  1.75  0.228
H  0.91  -0.56  3.02  0.478
H  1.77  -0.30  -3.33  0.362
H  0.15  -0.10  -3.45  0.361

=====

[10]
DFT (ωB97M-V/def2-TZVPD) results for 2 unconnected molecules or ions with the total composition C4H8N2O.

The calculation puts the HOMO-LUMO gap at 10.243 eV. Its energy relative to the best compared isomer or geometry (same formula, charge and spin) is 189.1 kJ/mol. As for the multiplicity: 1. The highest occupied orbital energy comes out at -9.9 eV. As for the SMILES: CC(=O)C#N.CN.

Last column: natural (NBO) charge in e.
Element x y z (Å)
O  1.62  -1.72  -0.68  -0.498
N  0.55  -0.55  2.38  -0.298
N  -1.13  -0.42  -0.45  -0.836
C  0.95  -0.64  1.31  0.187
C  -2.11  0.37  0.29  -0.418
C  1.49  -0.67  -0.09  0.531
C  1.95  0.67  -0.57  -0.700
H  1.26  1.46  -0.25  0.241
H  2.93  0.86  -0.13  0.245
H  -3.14  0.02  0.19  0.176
H  -1.84  0.36  1.35  0.209
H  -1.31  -0.40  -1.45  0.363
H  2.04  0.65  -1.66  0.242
H  -2.06  1.41  -0.06  0.191
H  -1.20  -1.40  -0.17  0.366